(1)
Density functional theory data (wB97M-V/def2-TZVPD) for a structure of composition C11H23F5GdNO3P2Te at a distorted geometry.

Element x y z (Å)
1 Gd 0.92295 -0.80619 -0.56896
2 P -1.54664 -2.22521 0.23678
3 C -2.54957 -1.31759 -1.03073
4 C -2.59962 0.17831 -0.81147
5 N -1.43249 0.80712 -0.55536
6 C -1.48670 2.14999 -0.41841
7 C -2.68013 2.86891 -0.54108
8 C -3.86956 2.22459 -0.86275
9 C -3.81762 0.83974 -1.01156
10 C -0.25278 2.96286 -0.06499
11 P 1.34928 2.27283 -0.62134
12 H -4.69157 0.25200 -1.28036
13 H -2.62884 3.94898 -0.39665
14 H -4.79611 2.78460 -1.00179
15 H -0.39202 3.97883 -0.46958
16 H -0.17158 3.02528 1.03385
17 H -2.03757 -1.49196 -2.01110
18 H -3.55719 -1.74664 -1.06889
19 H 1.07605 -0.20695 -3.36702
20 O 0.16381 -0.51070 -2.96240
21 H -0.26653 -1.04512 -3.64822
22 H 2.83815 -0.18161 -2.58455
23 O 2.49107 0.37071 -3.36390
24 H 3.17308 0.44181 -4.04626
25 C 1.56572 3.16485 -2.19673
26 H 1.79581 4.22709 -2.04360
27 H 2.38874 2.66592 -2.72239
28 H 0.64522 3.04380 -2.78108
29 C 2.46116 3.17747 0.50387
30 H 3.48652 2.93407 0.19391
31 H 2.30349 4.26351 0.45780
32 H 2.27544 2.79601 1.51593
33 C -2.51220 -2.05477 1.76278
34 H -3.38568 -2.72327 1.76741
35 H -1.81918 -2.32726 2.57237
36 H -2.81324 -1.00653 1.88086
37 C -1.93087 -3.94315 -0.21107
38 H -1.16166 -4.54163 0.29141
39 H -2.92494 -4.26442 0.12535
40 H -1.83626 -4.06955 -1.29553
41 F 0.32705 -0.97486 3.29103
42 Te 2.10846 -0.81609 2.65456
43 F 1.24538 -2.33621 1.01944
44 F 2.50345 -1.90441 4.29211
45 F 2.46151 0.72382 3.73984
46 F 2.90713 -1.16106 -1.35581
47 O 1.38750 0.32485 1.23581

Computed properties:
HOMO-LUMO gap (spin up / spin down): 9.537 / 4.222 eV
Relative energy (zero: lowest compared OMol25 entry of this formula, charge and spin): 0.0 kcal/mol
LUMO level (spin up / spin down): -0.241 / -0.413 Eh
⟨S²⟩: 16.0964
2S+1: 8
Total charge: +2
HOMO (spin up / spin down): -16.102 / -15.469 eV

List of Löwdin charges in e, atom by atom:
1. Gd 1.497
2. P 1.013
3. C -0.249
4. C -0.339
5. N 0.068
6. C -0.289
7. C 0.010
8. C 0.012
9. C 0.013
10. C -0.256
11. P 0.975
12. H 0.130
13. H 0.135
14. H 0.138
15. H 0.118
16. H 0.120
17. H 0.098
18. H 0.126
19. H 0.028
20. O -0.199
21. H 0.081
22. H 0.021
23. O -0.088
24. H 0.105
25. C -0.207
26. H 0.083
27. H 0.038
28. H 0.069
29. C -0.208
30. H 0.073
31. H 0.083
32. H 0.049
33. C -0.174
34. H 0.089
35. H 0.067
36. H 0.073
37. C -0.193
38. H 0.075
39. H 0.088
40. H 0.070
41. F -0.425
42. Te 2.012
43. F -0.615
44. F -0.499
45. F -0.439
46. F -0.496
47. O -0.879

---

(2)
Density functional theory data (wB97M-V/def2-TZVPD) for a structure of composition C11H23F5NO3P2TeW at a distorted geometry.

Element x y z (Å)
1 W 0.12324 0.46177 0.01645
2 P -2.26489 0.36070 -0.44389
3 C -2.20824 1.08782 -2.15076
4 C -0.84527 1.44190 -2.75137
5 N 0.25891 1.28031 -1.96467
6 C 1.50457 1.61085 -2.35814
7 C 1.65994 2.33305 -3.51932
8 C 0.55399 2.62556 -4.31172
9 C -0.66986 2.10195 -3.94978
10 C 2.62858 1.23131 -1.41032
11 P 2.38435 -0.31677 -0.44081
12 H -1.54735 2.21607 -4.58236
13 H 2.62881 2.67003 -3.80957
14 H 0.65992 3.12911 -5.24702
15 H 3.55620 0.97600 -1.94043
16 H 2.84244 2.04836 -0.70037
17 H -2.79526 0.35317 -2.71670
18 H -2.88786 1.95791 -2.03384
19 H -1.50199 -3.21477 -4.33422
20 O -1.71442 -3.23069 -5.28267
21 H -2.61461 -3.60638 -5.29062
22 H 0.22941 -4.03726 -0.02794
23 O -0.12627 -3.78019 -0.92452
24 H 0.34114 -4.33344 -1.59953
25 C 2.85983 -1.69358 -1.48568
26 H 3.90569 -1.53028 -1.79097
27 H 2.76094 -2.61502 -0.89464
28 H 2.18981 -1.73164 -2.35339
29 C 3.47059 -0.38356 0.99015
30 H 3.35682 -1.37758 1.44568
31 H 4.50821 -0.25033 0.65618
32 H 3.19713 0.37511 1.73276
33 C -3.08889 1.73996 0.40241
34 H -4.13210 1.78459 0.06180
35 H -3.08185 1.67853 1.49506
36 H -2.60168 2.68702 0.12584
37 C -3.23694 -1.13172 -0.24702
38 H -3.37120 -1.37508 0.82711
39 H -4.23640 -1.00671 -0.70219
40 H -2.70418 -1.96447 -0.74115
41 F -0.34782 2.58869 3.56517
42 Te 0.00915 0.75069 3.71226
43 F 1.88977 1.25524 4.02123
44 F -2.01538 0.40361 3.66253
45 F -0.06008 -1.39777 0.85277
46 F -0.18130 0.96987 5.56547
47 O 0.31500 1.67028 1.27685

Computed properties:
HOMO-LUMO gap (spin up / spin down): 6.104 / 2.069 eV
Relative energy (zero: lowest compared OMol25 entry of this formula, charge and spin): 12.4 kcal/mol
LUMO level (spin up / spin down): -0.447 / -0.594 Eh
⟨S²⟩: 2.0095
2S+1: 3
Total charge: +3
HOMO (spin up / spin down): -18.269 / -18.244 eV

List of Löwdin charges in e, atom by atom:
1. W 1.425
2. P 0.878
3. C -0.190
4. C -0.231
5. N -0.081
6. C -0.282
7. C 0.064
8. C 0.079
9. C 0.050
10. C -0.208
11. P 0.887
12. H 0.157
13. H 0.145
14. H 0.149
15. H 0.133
16. H 0.135
17. H 0.124
18. H 0.126
19. H 0.010
20. O -0.064
21. H 0.058
22. H 0.069
23. O -0.114
24. H 0.069
25. C -0.159
26. H 0.108
27. H 0.083
28. H 0.079
29. C -0.150
30. H 0.097
31. H 0.109
32. H 0.064
33. C -0.180
34. H 0.104
35. H 0.070
36. H 0.083
37. C -0.167
38. H 0.104
39. H 0.107
40. H 0.072
41. F -0.405
42. Te 1.976
43. F -0.521
44. F -0.560
45. F -0.434
46. F -0.385
47. O -0.483

---

(3)
Density functional theory data (wB97M-V/def2-TZVPD) for a structure of composition C11H23FLaNO2P2 at a distorted geometry.

Element x y z (Å)
1 La -1.11199 -2.12535 -0.58530
2 P -0.34177 -0.25877 2.95652
3 C 1.27835 -0.47068 2.11107
4 C 1.60403 -0.32404 0.63147
5 N 0.70439 -0.68138 -0.34427
6 C 1.05022 -0.50396 -1.65616
7 C 2.34433 -0.21617 -2.03686
8 C 3.29064 0.02254 -1.05291
9 C 2.89968 -0.01934 0.27976
10 C -0.03235 -0.74305 -2.71152
11 P -1.70411 0.00241 -2.36760
12 H 3.61344 0.18277 1.08052
13 H 2.58299 -0.19057 -3.10380
14 H 4.31893 0.25714 -1.31569
15 H 0.25113 -0.25507 -3.65505
16 H -0.09908 -1.83815 -2.96691
17 H 1.91041 0.19657 2.61494
18 H 1.63315 -1.47822 2.41804
19 H 0.39003 4.22040 -0.86393
20 O -0.15020 3.60541 -0.40871
21 H -0.89202 4.11479 -0.04527
22 H -0.90902 0.98969 3.32084
23 O -1.33938 0.25998 1.65289
24 H -0.92136 0.95497 1.10689
25 C -1.33085 1.76876 -2.52056
26 H -0.64078 1.95292 -3.35639
27 H -2.26754 2.31271 -2.70914
28 H -0.88144 2.18659 -1.60829
29 C -2.52696 -0.30225 -3.96785
30 H -3.50300 0.20246 -3.94161
31 H -1.92861 0.09297 -4.80127
32 H -2.69554 -1.37682 -4.12242
33 C -1.22919 -1.82376 3.16220
34 H -1.03974 -2.24611 4.15864
35 H -2.31635 -1.67890 3.06688
36 H -0.90321 -2.60534 2.44400
37 C 0.30429 -0.05110 4.71282
38 H -0.52244 -0.21560 5.41116
39 H 1.11613 -0.76029 4.92344
40 H 0.66876 0.97589 4.84449
41 F -0.67396 -4.13404 -0.75508

Computed properties:
HOMO-LUMO gap: 6.974 eV
Relative energy (zero: lowest compared OMol25 entry of this formula, charge and spin): 58.0 kcal/mol
LUMO level: -0.272 Eh
Total charge: +2
HOMO: -14.380 eV

List of Löwdin charges in e, atom by atom:
1. La 2.047
2. P 0.657
3. C -0.183
4. C -0.244
5. N -0.124
6. C -0.342
7. C 0.016
8. C 0.031
9. C 0.018
10. C -0.388
11. P 0.739
12. H 0.145
13. H 0.144
14. H 0.141
15. H 0.114
16. H 0.093
17. H 0.078
18. H 0.135
19. H 0.037
20. O -0.050
21. H 0.074
22. H 0.067
23. O -0.385
24. H 0.037
25. C -0.243
26. H 0.077
27. H 0.075
28. H 0.006
29. C -0.255
30. H 0.068
31. H 0.071
32. H 0.054
33. C -0.179
34. H 0.072
35. H 0.070
36. H 0.033
37. C -0.246
38. H 0.059
39. H 0.045
40. H 0.055
41. F -0.621

---

(4)
Density functional theory data (wB97M-V/def2-TZVPD) for a cluster of 3 separate species, C11H23FN5 in total at a distorted geometry.

Element x y z (Å)
1 C 1.95222 -0.83983 0.66028
2 C 1.50813 -1.40491 -0.65623
3 F 2.15418 -0.71202 -1.65558
4 N 0.06546 -1.15857 -0.92068
5 C -0.75863 -1.31188 0.20838
6 N -1.53646 -0.27485 0.54756
7 N -0.77292 -2.44709 0.89596
8 H 1.53710 -1.35432 1.51792
9 H 1.66147 0.20561 0.69242
10 H 3.02735 -0.88234 0.75729
11 H 1.75033 -2.45770 -0.78913
12 H -0.27158 -1.80520 -1.63274
13 H -1.43156 0.05670 1.50831
14 H -1.38684 0.49801 -0.09630
15 H -0.61726 -3.30828 0.40139
16 H -0.89960 -2.43626 1.89433
17 C -1.23064 0.08660 -6.24477
18 C -0.37709 1.06915 -5.45150
19 C -0.19833 0.65620 -3.98512
20 C -1.48817 0.58471 -3.29411
21 N -2.49429 0.53219 -2.74805
22 H -2.24494 0.02743 -5.84762
23 H -1.30513 0.40011 -7.28454
24 H -0.79737 -0.91538 -6.22672
25 H -0.82780 2.06146 -5.49446
26 H 0.60987 1.14712 -5.90836
27 H 0.43021 1.37270 -3.45635
28 H 0.28351 -0.32043 -3.92021
29 C -0.92215 1.25213 4.05457
30 C -0.14110 0.60554 5.19453
31 C 1.22285 1.26370 5.43445
32 C 2.06011 1.16611 4.23946
33 N 2.68175 1.08763 3.28146
34 H -0.38184 1.16089 3.10567
35 H -1.89715 0.77475 3.93855
36 H -1.09182 2.31253 4.23842
37 H 0.00517 -0.45582 4.98129
38 H -0.72398 0.66660 6.11317
39 H 1.74135 0.77878 6.26082
40 H 1.10560 2.31818 5.68622

Computed properties:
HOMO-LUMO gap: 9.859 eV
LUMO level: -0.159 Eh
Total charge: +1
HOMO: -14.179 eV

List of natural (NBO) charges in e, atom by atom:
1. C -0.675
2. C 0.359
3. F -0.335
4. N -0.683
5. C 0.752
6. N -0.714
7. N -0.747
8. H 0.213
9. H 0.239
10. H 0.273
11. H 0.163
12. H 0.410
13. H 0.428
14. H 0.440
15. H 0.437
16. H 0.433
17. C -0.615
18. C -0.381
19. C -0.515
20. C 0.312
21. N -0.376
22. H 0.215
23. H 0.230
24. H 0.202
25. H 0.215
26. H 0.218
27. H 0.258
28. H 0.238
29. C -0.618
30. C -0.378
31. C -0.515
32. C 0.303
33. N -0.355
34. H 0.182
35. H 0.213
36. H 0.230
37. H 0.197
38. H 0.227
39. H 0.263
40. H 0.256